Entry 1:
Below is C26H51FN2OPdSbSi4 as an isolated structure, with properties calculated with ωB97M-V/def2-TZVPD.

Atoms and positions in Å:
1 H -6.20 1.09 0.29
2 H -1.60 -4.27 2.55
3 C 0.08 2.22 -5.99
4 H -0.99 2.10 -6.16
5 C 2.00 -1.13 -5.97
6 H -4.08 2.38 0.04
7 H 3.26 -1.71 2.36
8 H 1.02 -3.42 1.07
9 H 1.56 1.69 2.05
10 C -4.08 1.30 0.08
11 H -2.25 -2.99 -3.85
12 H 5.10 -0.08 1.84
13 H -3.72 0.86 -2.81
14 C -4.01 -1.47 0.24
15 C 1.10 0.98 2.74
16 H 0.51 -4.68 -0.04
17 Sb -0.02 0.01 -3.05
18 H 1.44 -4.07 -4.51
19 H -3.87 -2.33 -4.06
20 C 0.73 -3.30 -4.18
21 O 0.01 0.31 2.09
22 H 0.61 1.42 -6.51
23 H 1.12 -1.00 -6.60
24 H -1.61 3.45 -3.52
25 H 3.80 -2.45 -3.59
26 C -3.47 0.82 -3.87
27 H -0.24 4.56 -3.60
28 H 4.63 2.06 -1.85
29 H 0.74 1.53 3.61
30 C -2.77 -0.79 0.06
31 N -1.59 -1.42 -0.08
32 C -2.01 -0.70 -6.10
33 H -3.99 -2.55 0.30
34 Si -1.36 -3.16 0.37
35 H -0.13 -3.33 -4.85
36 C 3.14 -1.68 -3.19
37 H -3.04 -2.13 -2.52
38 C 2.11 -0.07 3.16
39 C -2.29 -4.36 -0.72
40 H 0.38 3.17 -6.44
41 C 4.51 0.24 0.99
42 F -1.79 1.37 -0.09
43 H 0.93 -3.09 -0.67
44 H -4.39 0.61 -4.42
45 H 3.68 -0.73 -3.22
46 H -2.90 -3.09 2.35
47 H 6.09 1.37 0.08
48 C 0.45 -3.61 0.16
49 C 2.55 -0.96 2.00
50 H -0.43 3.50 -2.20
51 H -1.26 -2.55 2.75
52 C 2.31 2.74 -4.00
53 C -2.89 0.63 0.00
54 C 2.96 0.97 -1.09
55 H 2.98 0.44 3.59
56 Pd 0.31 -0.47 -0.42
57 H 1.68 -0.70 3.95
58 H -1.13 -1.29 -6.37
59 H 2.93 -1.91 -2.14
60 H 2.63 -1.90 -6.42
61 C -5.21 -0.82 0.31
62 H 0.40 -3.56 -3.17
63 H 1.69 -1.49 1.60
64 H -3.13 1.81 -4.17
65 H 2.58 3.06 -3.00
66 H -1.93 0.27 -6.60
67 C -1.84 -3.28 2.17
68 N 2.42 0.19 -0.15
69 H 2.57 -0.19 -5.98
70 H -3.38 -4.27 -0.72
71 H 2.31 1.23 -1.91
72 C 4.26 1.43 -1.06
73 H -0.70 0.94 1.97
74 Si 0.49 2.27 -4.16
75 C -2.90 -2.15 -3.60
76 C 5.06 1.04 0.01
77 Si -2.23 -0.53 -4.24
78 H 2.99 1.94 -4.32
79 C -0.55 3.56 -3.29
80 H -6.12 -1.38 0.43
81 C 3.18 -0.17 0.89
82 Si 1.57 -1.62 -4.21
83 H 2.47 3.60 -4.66
84 H -2.05 -5.36 -0.35
85 C -5.26 0.57 0.23
86 H -2.89 -1.20 -6.50
87 H -1.95 -4.30 -1.75

Values from the calculation:
Charge: +1
Energy above the lowest of the compared OMol25 structures with the same formula, charge and spin (kJ/mol): 0.00
Spin multiplicity: 3

These are the Mulliken partial charges, in e, on atoms 1 to 5:
1 H 0.44
2 H 0.43
3 C -0.96
4 H 0.22
5 C -1.09

---

Entry 2:
Below is a 5-piece molecular cluster, C26H51IN2O11PS overall, with properties calculated with ωB97M-V/def2-TZVPD.

Atoms and positions in Å:
1 H -5.88 3.39 -1.54
2 C -0.19 -0.09 -0.39
3 H -3.12 1.60 1.18
4 H 5.41 -1.49 -1.17
5 H 7.48 3.96 4.94
6 C 4.87 4.73 4.72
7 H 5.85 -7.40 -1.79
8 H -5.64 -2.16 -2.68
9 H -5.03 5.72 -1.74
10 C 4.59 -0.88 -0.83
11 O -6.63 6.55 -0.72
12 C 0.91 -0.74 -1.00
13 H -6.79 5.13 1.49
14 H -1.37 -1.87 -0.26
15 H 2.39 -5.57 -0.99
16 H 4.10 -1.29 0.05
17 C 3.75 1.82 3.62
18 N -3.60 -0.80 0.86
19 C 3.44 -5.72 -0.72
20 H 4.24 1.67 4.58
21 C -5.66 7.32 -0.05
22 H 4.90 0.14 -0.58
23 C -4.03 -4.83 -2.87
24 O -4.92 -4.39 -3.89
25 H -6.63 5.49 -2.47
26 I -0.32 3.72 3.09
27 H 2.96 1.91 -1.36
28 H -3.60 -4.12 -5.47
29 C 1.04 2.03 -0.46
30 H -6.19 7.98 0.64
31 H 2.95 3.75 4.82
32 O 3.60 -7.09 -0.40
33 H 4.56 5.57 5.36
34 H 0.12 4.94 0.47
35 H -5.09 -3.15 -5.49
36 C -1.33 -0.82 -0.05
37 H -3.89 -0.57 1.80
38 O 3.85 0.11 -3.15
39 H 4.60 -8.38 0.82
40 H 3.90 -6.98 1.65
41 H -4.60 -0.84 -2.13
42 S 3.39 -0.78 -2.12
43 N -2.31 1.14 0.77
44 O 5.69 -5.34 -1.55
45 C 6.68 3.22 4.99
46 H 6.46 -6.41 -3.15
47 H 7.36 -6.49 -1.62
48 C -4.25 -4.06 -1.59
49 H -3.77 -2.72 -4.38
50 C 4.41 -7.31 0.74
51 H -4.97 6.70 0.52
52 O 3.00 -2.11 -2.50
53 H 4.10 -5.94 -2.75
54 C -0.14 1.30 -0.12
55 H -4.24 -5.88 -2.69
56 H 6.49 2.82 3.99
57 H -5.10 7.94 -0.76
58 H -6.81 3.35 1.68
59 H 5.56 5.11 3.97
60 C -2.39 -0.19 0.53
61 H -3.62 -4.50 -0.80
62 H 1.16 3.08 -0.27
63 H -3.49 -1.80 0.79
64 C -4.98 -1.82 -1.88
65 C -1.25 1.90 0.48
66 O 3.97 3.13 3.12
67 H -5.46 4.31 2.34
68 O 5.51 3.78 5.56
69 H -2.99 -4.74 -3.20
70 H 3.12 4.94 3.52
71 H 2.68 1.62 3.71
72 C -6.08 5.51 -1.52
73 O -3.87 -2.69 -1.72
74 H -5.29 -4.14 -1.27
75 H 7.00 2.40 5.63
76 C 4.31 -5.31 -1.89
77 C 3.64 4.14 4.07
78 C 6.37 -6.47 -2.06
79 O -5.42 4.07 0.32
80 C -6.22 4.16 -0.85
81 H -5.55 -1.76 -0.94
82 H 4.07 -4.27 -2.16
83 C 2.07 1.38 -1.06
84 H 4.17 1.12 2.90
85 H 0.89 -1.80 -1.21
86 H -7.27 3.97 -0.61
87 P -1.55 3.67 0.97
88 C -4.30 -3.55 -4.85
89 H 5.37 -6.79 0.66
90 C -6.17 4.23 1.52
91 H 3.66 -5.09 0.15
92 O -0.64 4.59 -0.02
93 C 1.99 0.00 -1.32

Values from the calculation:
Electronic energy (eV): -81506.246
Charge: +1

These are the Mulliken partial charges, in e, on atoms 1 to 5:
1 H 0.33
2 C 0.83
3 H 0.19
4 H 0.44
5 H 0.33

---

Entry 3:
Below is C26H52F9N5O11P2S as an isolated structure, with properties calculated with ωB97M-V/def2-TZVPD.

Atoms and positions in Å:
1 H -2.01 4.02 -8.94
2 H -1.96 6.07 7.81
3 C -0.28 0.94 -0.70
4 C 1.55 1.71 5.25
5 H 4.35 -4.49 -1.53
6 C -2.33 0.79 13.95
7 C -1.66 0.35 -0.97
8 P 2.68 -3.08 -0.43
9 H 1.21 -1.10 4.48
10 O 1.08 -5.16 -2.13
11 F -2.37 0.90 -8.17
12 F -0.51 2.03 -8.13
13 O 0.86 -3.69 -4.16
14 H 0.99 2.61 5.51
15 H -2.36 5.50 6.19
16 H 3.30 -9.12 -6.36
17 O 1.21 0.54 1.85
18 H -0.71 8.47 -9.96
19 H -0.85 7.23 -8.70
20 S 0.90 -2.31 -4.96
21 H 0.89 3.73 7.96
22 H 2.72 -7.97 -1.79
23 H 3.93 -5.05 0.07
24 H 2.04 -7.25 -3.24
25 C -3.76 1.79 11.56
26 O 5.04 -7.81 -2.74
27 N 1.58 1.55 3.81
28 H -0.53 4.98 -9.15
29 C 2.66 -8.06 -2.87
30 N -1.80 0.75 12.60
31 C -1.36 4.51 -9.67
32 H 5.02 -3.68 -0.10
33 H -2.18 -1.42 -2.17
34 H 2.57 1.82 5.62
35 C 0.49 -0.64 3.80
36 H 0.05 -1.98 -0.26
37 F -0.80 -0.52 -3.95
38 H -3.75 2.67 12.19
39 C -2.01 5.19 7.17
40 H -3.51 0.10 0.18
41 H 0.47 -1.18 -1.79
42 C -0.79 -1.54 -4.82
43 H 3.05 -1.01 0.79
44 C -0.52 0.04 -6.92
45 C -0.50 4.16 9.50
46 H 0.25 1.07 -1.64
47 O -0.10 4.48 5.92
48 H 3.02 -0.76 -0.94
49 F -2.55 -0.48 -5.85
50 O 1.87 -1.41 -4.46
51 H -0.89 0.35 12.46
52 C -1.64 -1.17 -1.27
53 H 0.19 6.96 -10.12
54 H 2.16 -8.27 -5.31
55 H 2.21 -9.02 -3.12
56 C 3.13 -8.20 -5.78
57 O 0.98 -2.64 -6.34
58 H -2.40 -0.22 14.35
59 C 4.05 -7.96 -3.44
60 H -0.41 1.95 -0.32
61 N -0.02 4.13 8.13
62 C -1.92 6.83 -10.53
63 H 4.47 -1.40 -0.24
64 H 0.30 0.35 0.00
65 H -2.93 5.16 -10.95
66 H -3.32 1.24 13.97
67 F 0.02 -0.50 -8.03
68 C -2.38 1.18 11.45
69 N 4.18 -8.04 -4.79
70 H 5.13 -7.96 -5.11
71 H -2.20 -1.66 -0.47
72 O -2.66 7.52 -11.20
73 H 1.98 2.30 3.26
74 H -4.09 2.08 10.56
75 H -0.38 -0.31 4.37
76 N -2.13 5.49 -10.43
77 H -4.47 1.07 11.96
78 H -0.97 3.75 -10.35
79 F -1.63 -2.08 -7.00
80 C -2.57 0.64 0.23
81 H 0.19 4.75 10.12
82 F -1.63 -2.50 -4.39
83 O -0.35 -3.10 -1.94
84 C -0.64 4.58 7.01
85 H -2.14 0.84 -1.81
86 P 0.96 -3.75 -2.49
87 C 4.15 -4.17 -0.52
88 H -2.78 1.71 0.23
89 H -0.55 3.15 9.89
90 F 0.48 0.50 -6.16
91 H -2.03 0.42 1.15
92 C 3.40 -1.41 -0.15
93 F -1.76 2.01 -6.36
94 O 2.21 -2.90 -2.08
95 C -1.36 -1.05 -6.19
96 H 3.13 -7.36 -6.47
97 H -1.49 4.61 9.55
98 O -1.80 1.08 10.38
99 C -0.26 -1.78 -1.28
100 C 1.12 0.52 3.07
101 C -1.35 1.26 -7.39
102 H -2.70 4.47 7.59
103 C -0.74 7.40 -9.78
104 H 0.18 -1.38 3.07
105 H -1.67 1.38 14.59
106 H 1.09 0.85 5.73

Values from the calculation:
Electronic energy (eV): -111652.945
Charge: 0

These are the Mulliken partial charges, in e, on atoms 1 to 5:
1 H 0.26
2 H 0.36
3 C -1.67
4 C -0.80
5 H 0.26

---

Entry 4:
Below is C26H52N4O2Si4V as an isolated structure, with properties calculated with ωB97M-V/def2-TZVPD.

Atoms and positions in Å:
1 C -3.60 1.60 -0.61
2 C -2.46 -3.25 0.24
3 H 3.88 -1.58 -2.25
4 H 4.74 -2.33 -5.37
5 H 2.93 1.39 1.57
6 H -4.01 4.46 0.91
7 Si -1.67 0.73 3.13
8 H 3.43 -3.03 -1.31
9 H 3.16 -1.82 -5.96
10 H 2.97 -1.40 -0.77
11 H 0.10 0.48 4.83
12 C 3.74 -2.04 -5.06
13 O 1.75 1.12 -0.77
14 C 0.62 3.99 3.45
15 H 2.40 4.79 1.00
16 H 0.22 2.16 -3.41
17 N 0.73 -1.64 -1.86
18 C 0.61 -2.88 -4.39
19 H 0.23 -0.84 3.68
20 V 0.62 -0.21 -0.37
21 H -3.18 1.12 -1.51
22 C -3.30 3.80 1.42
23 H 2.56 -1.09 1.69
24 H -2.74 4.67 -1.29
25 N -1.53 -1.04 -0.39
26 H -2.63 4.42 2.02
27 H 1.08 -4.83 3.17
28 C 1.61 4.13 0.62
29 H 0.23 2.88 -1.77
30 H 3.28 2.43 2.95
31 C 2.49 1.86 2.45
32 H 0.77 -3.70 -5.08
33 C -0.32 -2.56 1.06
34 H -1.56 2.79 4.53
35 C -0.48 -0.22 4.21
36 C 1.82 -2.15 -2.41
37 H -2.66 1.58 5.19
38 H -3.17 2.60 3.85
39 C -1.26 -4.68 1.77
40 H -3.15 -5.18 0.95
41 H 2.88 -3.12 3.10
42 H -3.59 -0.62 3.77
43 H 1.48 3.30 -2.96
44 C 1.79 -1.85 1.73
45 C -2.33 2.06 4.27
46 H -1.74 3.50 -2.15
47 H 0.55 3.37 4.35
48 H -1.18 -5.59 2.36
49 H -3.35 -3.07 -0.36
50 H -1.05 -0.87 4.89
51 Si -2.37 2.78 0.17
52 O 2.40 0.74 -2.90
53 H 0.30 -0.73 -4.47
54 Si 1.07 2.97 1.96
55 Si -0.64 1.59 1.21
56 H -3.92 0.17 2.23
57 H 2.00 3.60 -0.25
58 H -3.87 3.17 2.11
59 C -2.35 -4.45 0.99
60 H 3.79 -3.52 -3.48
61 H -2.02 -0.37 0.20
62 C -3.15 -0.36 2.80
63 H -1.01 4.57 -0.94
64 H -0.19 -3.20 -3.73
65 H 1.41 4.73 3.63
66 C 0.98 -3.93 2.57
67 H -3.95 0.82 0.07
68 H -0.78 -1.67 -5.52
69 H -0.07 -1.73 -2.47
70 H 2.87 -4.01 -4.87
71 C 1.71 1.37 -2.14
72 C 3.10 -2.04 -1.64
73 H -2.08 -1.12 -1.24
74 H 0.78 4.77 0.30
75 H -0.33 4.52 3.33
76 C 1.97 -3.00 2.53
77 H 0.91 -1.42 -5.97
78 C -0.21 -3.73 1.82
79 H -2.93 -1.30 2.28
80 H 3.81 -1.11 -4.48
81 H -4.48 2.16 -0.94
82 C -1.90 3.98 -1.18
83 C 0.84 2.50 -2.58
84 C 0.24 -1.60 -5.13
85 C 3.10 -3.15 -4.24
86 N 1.84 -2.75 -3.60
87 H 2.15 1.09 3.14
88 C -1.48 -2.32 0.29
89 N 0.71 -1.64 1.02

Values from the calculation:
Charge: +1
Energy above the lowest of the compared OMol25 structures with the same formula, charge and spin (kJ/mol): 74.62
Spin multiplicity: 3

These are the Mulliken partial charges, in e, on atoms 1 to 5:
1 C -1.11
2 C -0.54
3 H 0.35
4 H 0.40
5 H 0.07

---

Entry 5:
Below is a 6-piece molecular cluster, C26H53B2FN5O7 overall, with properties calculated with ωB97M-V/def2-TZVPD.

Atoms and positions in Å:
1 C -3.63 2.12 2.02
2 N -1.77 -3.24 2.52
3 N -3.80 -1.57 5.96
4 C 2.45 4.95 2.33
5 H 0.08 -4.73 -3.57
6 C -1.02 -3.72 3.55
7 H -2.72 -7.36 -3.13
8 C 2.32 2.96 0.68
9 H 3.62 2.99 -6.65
10 C -0.56 3.42 -0.62
11 H -0.96 -5.82 3.12
12 O 1.40 0.39 2.44
13 H 5.23 2.28 -2.95
14 O -5.03 0.11 5.15
15 H -2.92 5.27 -0.78
16 H 5.00 -1.27 -2.23
17 N 5.09 -0.80 -4.29
18 H 5.09 -1.15 -5.24
19 C 2.82 3.70 -6.46
20 H -1.52 1.40 1.46
21 H 3.54 4.60 2.51
22 H 3.38 2.61 0.98
23 H 0.45 -4.89 2.52
24 C -3.05 4.42 -0.04
25 C -0.27 -5.75 -3.42
26 C -1.95 3.33 0.22
27 H -1.10 -5.95 -4.09
28 C -4.40 4.33 0.72
29 O -0.97 -3.10 4.61
30 H 0.38 1.92 -1.99
31 C -3.25 0.73 6.62
32 H 1.99 3.50 -7.13
33 H -2.10 -2.76 6.05
34 H 2.17 -0.16 2.71
35 C -4.73 3.18 1.75
36 H -3.87 -6.79 -1.90
37 H -0.60 1.20 -0.61
38 C -2.97 -6.53 -2.46
39 H 0.55 -6.45 -3.64
40 H -0.80 2.77 -4.90
41 H 6.02 0.85 -2.27
42 H 0.29 -5.25 4.25
43 H 0.65 -1.51 1.08
44 C -0.26 -5.00 3.34
45 H 0.08 -5.75 -1.33
46 H -3.02 -4.01 1.06
47 H 5.86 -2.43 -3.27
48 C 5.16 1.20 -2.85
49 H -5.26 5.08 0.54
50 H -4.41 -2.16 5.42
51 H -1.40 -4.74 1.08
52 B 1.23 0.41 0.99
53 O 1.11 3.23 -3.32
54 H 2.49 5.61 1.40
55 O 5.23 1.23 -5.24
56 H -3.81 1.26 2.77
57 H 1.75 2.94 2.94
58 N 2.45 3.59 -5.07
59 H 3.19 4.71 -6.64
60 C 0.10 3.00 -5.48
61 C -2.27 2.22 1.24
62 C 1.24 3.28 -4.53
63 H -3.19 -5.63 -3.05
64 H 0.05 4.27 -0.18
65 H -0.91 3.80 -1.66
66 H 0.54 3.84 1.91
67 H -3.61 1.74 6.43
68 H -2.21 0.66 6.29
69 N -0.63 -5.91 -2.03
70 H 2.48 3.81 -0.09
71 H 2.33 1.26 -0.84
72 O -1.98 -6.35 -0.30
73 H 4.23 0.95 -2.32
74 B 1.55 1.71 -0.03
75 H -5.73 3.09 2.29
76 H -0.11 3.88 -6.09
77 H 4.08 -2.32 -3.32
78 H -1.62 -3.08 0.47
79 C -1.84 -6.26 -1.51
80 C 5.00 -1.75 -3.20
81 C -2.75 -2.20 6.73
82 O 0.78 -0.84 0.37
83 C 0.17 2.03 -0.85
84 H -3.32 0.53 7.69
85 H 3.16 3.76 -4.37
86 H -2.25 -2.38 2.74
87 H -2.15 -1.48 7.28
88 C -4.09 -0.25 5.85
89 H -3.21 -2.90 7.44
90 H 0.33 2.15 -6.11
91 C 5.16 0.56 -4.21
92 C -1.95 -3.81 1.21
93 F 1.99 5.61 3.53
94 C 1.64 3.57 2.00

Values from the calculation:
Electronic energy (eV): -53674.766
Charge: -1

These are the Mulliken partial charges, in e, on atoms 1 to 5:
1 C -0.50
2 N -0.04
3 N -0.12
4 C -0.36
5 H 0.29